{
  "formula": "C4H6Cl2O2P",
  "method": "ωB97M-V/def2-TZVPD",
  "symbols": ["C", "C", "C", "C", "O", "O", "P", "Cl", "Cl", "H", "H", "H", "H", "H", "H"],
  "coordinates": [[1.90, 1.89, 1.11], [2.16, 0.68, 0.65], [1.12, -0.20, 0.10], [-1.64, -1.72, -1.04], [-0.19, 0.44, -0.04], [1.25, -1.31, -0.22], [-1.67, -0.09, -0.22], [-2.33, 0.15, 1.63], [-2.47, 1.35, -1.18], [2.64, 2.57, 1.52], [0.91, 2.47, 0.96], [3.11, 0.24, 0.56], [-2.55, -2.17, -1.61], [-1.29, -2.62, -0.44], [-0.95, -1.69, -1.79]],
  "mulliken_charge": [-0.577, -0.397, 0.727, -0.873, -0.222, -0.397, 0.889, -0.099, -0.069, 0.316, 0.153, 0.428, 0.361, 0.374, 0.384],
  "total_charge": 1,
  "homo_ev": -14.7,
  "gap_ev": 10.5,
  "e_lumo_ha": -0.151,
  "max_force_ev_per_a": 4.11
}

=====

{
  "formula": "C42H49BCsN4O4",
  "method": "ωB97M-V/def2-TZVPD",
  "symbols": ["Cs", "N", "C", "C", "N", "H", "H", "H", "H", "H", "H", "H", "H", "C", "C", "C", "C", "C", "C", "N", "N", "C", "C", "C", "C", "C", "C", "H", "H", "H", "H", "H", "H", "H", "H", "H", "C", "C", "C", "C", "C", "C", "C", "C", "O", "B", "O", "C", "C", "H", "H", "H", "H", "H", "H", "H", "H", "H", "H", "H", "H", "C", "C", "O", "C", "C", "C", "C", "C", "C", "H", "H", "H", "H", "H", "H", "H", "H", "C", "C", "C", "C", "C", "C", "C", "O", "C", "C", "C", "H", "H", "H", "H", "H", "H", "H", "H", "H", "H", "H", "H"],
  "coordinates": [[-0.97, 0.65, -0.98], [0.94, -3.22, 1.11], [-0.19, -2.81, 1.93], [0.20, -1.60, 2.78], [-0.98, -0.86, 3.20], [0.69, -4.05, 0.57], [1.74, -3.44, 1.69], [-0.57, -3.62, 2.58], [-1.00, -2.51, 1.26], [0.80, -0.93, 2.16], [0.82, -1.94, 3.63], [-0.70, 0.02, 3.61], [-1.50, -1.39, 3.90], [4.86, -1.46, -2.48], [3.95, -1.51, -1.43], [2.60, -1.37, -1.65], [2.11, -1.18, -2.95], [3.03, -1.19, -4.01], [4.38, -1.32, -3.78], [0.79, -0.88, -3.12], [0.27, -1.12, -4.27], [-1.02, -0.74, -4.45], [-1.41, -0.42, -5.77], [-2.73, -0.21, -6.08], [-3.71, -0.29, -5.10], [-3.31, -0.46, -3.78], [-2.01, -0.76, -3.45], [5.92, -1.53, -2.30], [4.31, -1.65, -0.42], [1.90, -1.42, -0.82], [2.65, -1.05, -5.02], [5.07, -1.31, -4.61], [-0.64, -0.29, -6.52], [-3.01, 0.02, -7.10], [-4.75, -0.19, -5.36], [-4.07, -0.44, -3.00], [5.64, 6.43, 3.09], [5.41, 6.07, 1.62], [6.75, 6.00, 0.89], [4.57, 7.18, 0.98], [4.71, 4.71, 1.56], [5.36, 3.59, 2.07], [4.77, 2.33, 2.10], [3.49, 2.21, 1.60], [2.67, 1.14, 1.54], [1.45, 1.58, 0.96], [1.59, 2.96, 0.69], [2.83, 3.33, 1.08], [3.42, 4.57, 1.05], [6.11, 7.41, 3.17], [6.28, 5.70, 3.58], [4.69, 6.46, 3.63], [7.25, 6.97, 0.93], [6.61, 5.73, -0.15], [7.42, 5.27, 1.34], [5.11, 8.13, 1.04], [3.62, 7.30, 1.48], [4.39, 6.96, -0.07], [6.36, 3.68, 2.47], [5.30, 1.48, 2.50], [2.86, 5.40, 0.64], [-2.32, 4.02, 1.52], [-3.04, 3.29, 0.41], [-2.41, 2.80, -0.53], [-4.49, 3.16, 0.50], [-5.15, 2.34, -0.43], [-6.50, 2.12, -0.34], [-7.25, 2.72, 0.67], [-6.62, 3.56, 1.58], [-5.26, 3.79, 1.50], [-1.25, 3.96, 1.34], [-2.55, 3.56, 2.48], [-2.62, 5.07, 1.55], [-4.57, 1.88, -1.21], [-6.99, 1.46, -1.05], [-8.31, 2.53, 0.75], [-7.19, 4.04, 2.36], [-4.79, 4.45, 2.21], [-0.43, -8.31, 0.33], [-1.31, -7.10, 0.28], [-1.13, -6.12, -0.68], [-1.89, -4.96, -0.70], [-1.61, -3.94, -1.76], [-2.89, -4.76, 0.28], [-3.67, -3.54, 0.33], [-3.50, -2.52, -0.31], [-3.10, -5.78, 1.24], [-4.15, -5.66, 2.31], [-2.31, -6.91, 1.23], [0.32, -8.27, -0.45], [-1.02, -9.22, 0.20], [0.07, -8.38, 1.29], [-0.37, -6.26, -1.44], [-0.95, -4.34, -2.52], [-1.12, -3.07, -1.32], [-2.52, -3.58, -2.22], [-4.51, -3.57, 1.06], [-3.98, -4.79, 2.94], [-4.13, -6.55, 2.95], [-5.15, -5.58, 1.88], [-2.46, -7.67, 1.98]],
  "mulliken_charge": [1.102, -0.294, -0.074, 0.164, -0.491, 0.104, 0.210, 0.268, -0.170, -0.242, 0.287, 0.234, 0.182, -0.480, -0.527, -0.018, -0.290, -0.281, -0.590, 0.564, -0.665, 0.168, -0.331, -0.504, -0.600, -0.830, -0.090, 0.353, 0.411, 0.437, 0.433, 0.352, 0.376, 0.321, 0.369, 0.525, -1.636, 2.081, -1.661, -2.141, 0.516, -0.412, -1.946, 0.787, -0.577, -0.864, -0.340, 1.045, -0.824, 0.437, 0.341, 0.374, 0.448, 0.393, 0.312, 0.435, 0.392, 0.426, 0.338, 0.416, 0.514, -1.302, 0.675, -0.753, 0.331, -0.493, -0.618, -0.313, -0.694, -0.260, 0.236, 0.377, 0.398, 0.733, 0.397, 0.387, 0.360, 0.343, -1.548, 0.767, -0.901, 1.007, -1.559, 0.733, -0.481, -0.474, 1.290, -1.898, -1.030, 0.351, 0.349, 0.342, 0.311, 0.398, 0.185, 0.367, 0.296, 0.383, 0.353, 0.381, 0.340],
  "total_charge": -1,
  "homo_ev": -2.7,
  "gap_ev": 4.6,
  "e_lumo_ha": 0.067,
  "max_force_ev_per_a": 3.92
}